Here is one molecule with the formula HNO2 from the Open Molecules 2025 dataset. Energies are from ωB97M-V with the def2-TZVPD basis set.

Values from the calculation:
Total energy   -5598.1420 eV
SMILES string   O=NO
Molar mass   47.01 g mol⁻¹
HOMO level   -11.028 eV

ORCA input file:
```
! RIJCOSX wB97M-V def2-TZVPD def2/J DEFGRID3
* xyz 0 1
O 0.545 0.140 -1.012
N 0.103 -0.525 -0.142
O -0.553 0.374 0.956
H -0.659 -0.433 1.439
*
```